1.
173
Properties=species:S:1:pos:R:3:forces:R:3:lowdin_charge:R:1 method="wB97M-V/def2-TZVPD" e_lumo_ev=-6.117 gap_ev=5.7 e_above_lowest_ev=1.061 charge=+2 homo_energy_ev=-11.79
Ti -0.0271 0.6528 0.0227 -0.80 -0.45 1.29 0.85
C -0.2793 0.4502 2.0935 0.23 0.01 -0.54 -0.30
Si 0.6688 1.4209 3.4309 0.48 0.61 0.44 0.72
C 1.3960 3.0182 2.6307 -0.26 -0.34 0.21 -0.22
N 2.1453 2.7271 1.4112 0.27 -0.14 0.10 -0.19
C 3.2956 1.8677 1.7225 0.27 -0.33 -0.22 -0.21
C 4.4214 2.0070 0.7053 -0.02 -0.02 0.14 -0.18
C 5.0520 3.4009 0.8083 -0.11 -0.01 0.04 -0.17
C 3.9847 4.4207 1.2213 -0.20 -0.04 -0.09 -0.15
C 2.6092 3.9534 0.7431 0.10 0.23 -0.06 -0.19
C -0.4796 1.7981 4.9013 0.29 -0.16 -0.55 -0.24
C -0.3975 0.9770 6.0270 0.15 -0.03 -0.22 -0.09
C -1.1935 1.1936 7.1348 -0.11 -0.01 0.16 -0.06
C -2.1046 2.2367 7.1373 -0.03 0.02 -0.04 -0.07
C -2.2098 3.0602 6.0271 -0.13 0.07 0.04 -0.08
C -1.4051 2.8381 4.9235 0.04 0.05 -0.19 -0.11
C 2.1320 0.4912 4.2098 -0.47 -0.06 -0.30 -0.28
C 2.4692 -0.8139 3.8699 -0.19 0.06 -0.05 -0.10
C 3.5433 -1.4585 4.4599 0.07 -0.06 -0.02 -0.07
C 4.3164 -0.7974 5.4004 0.02 -0.10 -0.05 -0.07
C 4.0032 0.5060 5.7490 0.01 0.13 0.05 -0.06
C 2.9176 1.1366 5.1672 -0.19 0.07 -0.07 -0.10
H -1.3668 0.5787 2.2172 0.16 0.04 -0.03 0.01
H -0.0760 -0.5923 2.3488 0.03 -0.05 -0.03 -0.03
H 2.0373 3.5241 3.3666 -0.03 0.03 0.16 0.10
H 0.6025 3.7247 2.3769 -0.02 0.01 0.17 0.06
H 2.9518 0.8305 1.7618 0.13 0.14 0.17 0.07
H 3.7060 2.1101 2.7122 -0.06 -0.06 0.01 0.13
H 4.0348 1.8185 -0.2989 0.00 0.00 -0.01 0.08
H 5.1724 1.2455 0.9180 -0.04 -0.08 -0.08 0.11
H 5.5050 3.6869 -0.1418 0.02 -0.01 -0.02 0.11
H 5.8470 3.3856 1.5531 0.08 0.01 -0.02 0.11
H 4.1971 5.4005 0.7969 0.01 0.09 0.05 0.12
H 3.9566 4.5362 2.3059 0.04 0.06 0.06 0.11
H 2.6747 3.7508 -0.3318 -0.02 0.13 -0.03 0.11
H 1.8657 4.7417 0.8983 0.04 -0.13 -0.07 0.12
H 0.3158 0.1667 6.0280 0.08 -0.12 0.11 0.10
H -1.0985 0.5551 8.0011 -0.01 -0.05 0.04 0.11
H -2.7345 2.4087 7.9961 -0.03 0.03 0.11 0.11
H -2.9141 3.8803 6.0335 -0.04 0.05 -0.01 0.10
H -1.4832 3.4990 4.0678 -0.03 0.16 -0.08 0.08
H 1.8791 -1.3380 3.1293 -0.03 -0.17 -0.08 0.07
H 3.7739 -2.4754 4.1780 0.05 -0.10 0.00 0.10
H 5.1566 -1.2938 5.8622 0.07 -0.05 0.03 0.11
H 4.6035 1.0358 6.4750 0.02 0.00 0.06 0.11
H 2.6712 2.1439 5.4735 0.00 0.16 0.05 0.11
C -5.2856 1.7987 -2.1399 0.07 -0.37 -0.61 -0.01
N -5.1298 2.4785 -0.8839 0.49 0.09 0.77 -0.11
C -5.9499 3.4463 -0.3620 -0.16 0.45 0.47 -0.03
C -5.4653 3.7901 0.8514 -0.40 0.15 -0.23 -0.05
N -4.3434 3.0269 1.0683 -0.21 -0.20 -0.41 0.09
C -4.1398 2.2173 -0.0001 0.35 0.36 0.15 -0.70
S -2.9437 1.0633 -0.2350 0.20 -1.15 -0.14 0.76
H -6.2415 2.0632 -2.5841 -0.01 0.04 0.09 0.11
H -5.2393 0.7201 -1.9795 -0.05 0.10 0.01 0.08
H -4.4810 2.0731 -2.8238 -0.05 0.01 0.06 0.07
H -6.8121 3.8170 -0.8760 -0.15 0.01 -0.15 0.13
H -5.8301 4.5019 1.5611 -0.07 0.14 0.18 0.12
H -3.8301 2.9864 1.9341 0.05 -0.12 -0.15 0.15
C -0.8503 2.1623 -5.7577 0.11 -0.13 0.00 -0.08
C -1.2224 1.6100 -4.3671 0.05 -0.07 0.52 -0.64
C -2.4410 0.6971 -4.5188 0.17 -0.12 0.09 -0.10
C -1.6518 2.7584 -3.4447 0.12 -0.16 0.09 -0.13
P 0.1392 0.6698 -3.3695 -0.12 0.15 -1.27 1.18
C 1.6547 1.7283 -3.5800 -0.15 -0.21 0.34 -0.37
C 2.8171 1.2942 -2.9326 -0.07 -0.05 -0.03 -0.13
C 4.0040 2.0013 -3.0204 0.16 0.02 -0.03 -0.07
C 4.0581 3.1936 -3.7233 -0.08 0.01 0.01 -0.06
C 2.9048 3.6656 -4.3259 0.06 0.03 -0.01 -0.06
C 1.7210 2.9494 -4.2505 -0.04 0.02 0.02 -0.10
C 0.6057 -0.8609 -4.4541 -0.01 0.07 0.32 -0.65
C 1.7944 -1.5460 -3.7711 0.00 0.13 0.05 -0.11
C -0.5570 -1.8638 -4.4833 0.00 0.12 0.05 -0.09
C 1.0123 -0.5107 -5.8839 -0.05 0.10 0.16 -0.07
H -1.4961 1.7351 -6.5221 -0.04 -0.05 -0.05 0.09
H 0.1735 1.9465 -6.0410 -0.02 0.09 -0.13 0.05
H -0.9963 3.2414 -5.7885 0.04 0.07 -0.04 0.09
H -3.3088 1.3048 -4.7709 -0.10 0.11 -0.03 0.09
H -2.6537 0.1569 -3.5984 -0.14 -0.10 0.13 0.05
H -2.3094 -0.0135 -5.3260 -0.02 -0.12 -0.02 0.07
H -2.4770 3.3078 -3.8963 -0.12 0.06 -0.11 0.10
H -0.8439 3.4631 -3.2754 0.01 0.08 -0.05 0.05
H -1.9840 2.3656 -2.4783 0.00 0.12 -0.03 0.02
H 2.7985 0.3899 -2.3455 0.07 0.00 -0.15 0.05
H 4.8980 1.6070 -2.5568 0.02 0.00 0.10 0.11
H 4.9769 3.7554 -3.7968 0.10 -0.01 -0.01 0.11
H 2.9265 4.5873 -4.8866 -0.01 0.14 -0.01 0.11
H 0.8591 3.3763 -4.7259 -0.13 0.01 -0.06 0.08
H 1.6548 -1.5969 -2.6896 0.13 -0.08 0.04 0.04
H 2.7246 -1.0318 -3.9938 0.10 0.03 0.09 0.08
H 1.8886 -2.5627 -4.1493 0.00 -0.10 -0.03 0.09
H -1.1310 -1.8517 -3.5594 -0.14 -0.10 0.06 0.04
H -0.1668 -2.8723 -4.6214 0.03 -0.05 0.00 0.09
H -1.2292 -1.6743 -5.3127 -0.12 0.02 -0.01 0.07
H 1.8076 0.2339 -5.8998 0.05 0.05 -0.06 0.09
H 0.1722 -0.1556 -6.4736 -0.04 0.03 -0.05 0.07
H 1.3897 -1.4093 -6.3705 0.06 -0.13 -0.02 0.10
Se 3.9072 -1.7670 -0.0304 0.39 -0.21 0.05 0.91
C 2.5885 -0.7179 -0.1401 0.28 -0.27 -0.11 -0.90
N 1.6487 0.0096 -0.2901 0.32 0.22 0.08 -0.10
C 0.2341 -3.3781 -1.0490 0.35 0.38 -0.05 -0.38
C -0.2869 -4.7831 -0.8089 -0.01 -0.27 -0.16 -0.43
As 0.5376 -6.1142 -2.0661 -0.04 0.18 0.41 1.32
C 2.2898 -6.2196 -1.1762 -0.10 0.09 -0.18 -0.41
C 2.4288 -6.5811 0.1582 -0.27 -0.02 0.08 -0.12
C 3.6792 -6.6439 0.7459 0.01 0.01 0.13 -0.09
C 4.8121 -6.3543 0.0016 0.08 0.05 -0.01 -0.08
C 4.6884 -6.0020 -1.3312 0.17 0.05 0.03 -0.09
C 3.4345 -5.9357 -1.9144 -0.29 0.08 -0.23 -0.13
C -0.2440 -7.7206 -1.2607 0.04 0.01 -0.11 -0.42
C 0.3173 -8.9445 -1.6178 0.21 0.22 -0.17 -0.12
C -0.1830 -10.1311 -1.1157 0.03 -0.08 -0.01 -0.07
C -1.2640 -10.1130 -0.2494 -0.06 0.02 0.05 -0.08
C -1.8367 -8.9042 0.1048 -0.10 -0.12 0.06 -0.08
C -1.3355 -7.7183 -0.4033 -0.01 0.35 0.00 -0.12
P -0.4567 -2.1245 0.1577 -0.78 -0.90 -0.19 1.08
C -0.0411 -2.9515 1.7399 0.05 0.50 0.00 -0.37
C -0.8952 -2.8931 2.8428 0.07 0.14 -0.11 -0.11
C -0.5457 -3.5168 4.0292 -0.07 0.02 0.06 -0.05
C 0.6647 -4.1830 4.1396 0.02 -0.01 -0.05 -0.05
C 1.5251 -4.2299 3.0553 -0.02 -0.01 0.01 -0.07
C 1.1776 -3.6159 1.8655 0.02 0.06 -0.09 -0.12
C -2.2129 -2.4950 -0.1537 0.11 0.32 -0.02 -0.38
C -2.9619 -3.4931 0.4585 0.01 0.14 0.06 -0.09
C -4.2337 -3.7780 -0.0094 -0.03 -0.10 0.13 -0.05
C -4.7509 -3.0960 -1.0981 0.00 0.12 -0.11 -0.06
C -4.0018 -2.1083 -1.7199 -0.06 -0.12 -0.10 -0.08
C -2.7412 -1.8085 -1.2428 0.25 -0.05 0.03 -0.22
H -0.0592 -3.0421 -2.0459 0.09 0.09 0.06 0.05
H 1.3270 -3.3483 -0.9949 -0.01 0.05 -0.09 0.04
H -1.3635 -4.8100 -0.9928 0.13 -0.08 0.02 0.05
H -0.0967 -5.1111 0.2157 -0.08 -0.06 -0.12 0.06
H 1.5487 -6.8384 0.7370 -0.02 -0.02 0.05 0.11
H 3.7733 -6.9324 1.7836 0.01 -0.06 0.06 0.11
H 5.7897 -6.4162 0.4552 0.09 -0.02 0.05 0.11
H 5.5702 -5.7878 -1.9170 0.07 0.00 -0.06 0.11
H 3.3379 -5.6786 -2.9641 0.04 0.02 0.01 0.09
H 1.1620 -8.9569 -2.2995 0.00 -0.10 0.03 0.10
H 0.2671 -11.0710 -1.4003 0.03 -0.05 -0.03 0.11
H -1.6652 -11.0343 0.1433 -0.01 -0.10 0.04 0.11
H -2.6809 -8.8810 0.7790 -0.07 -0.02 0.03 0.10
H -1.8147 -6.7888 -0.1221 0.00 0.01 0.04 0.08
H -1.8310 -2.3531 2.7721 -0.06 -0.03 0.03 0.11
H -1.2247 -3.4905 4.8682 -0.05 0.05 0.07 0.11
H 0.9394 -4.6617 5.0667 -0.01 -0.06 0.09 0.12
H 2.4672 -4.7512 3.1241 0.11 -0.06 0.02 0.11
H 1.8684 -3.6633 1.0368 0.03 -0.08 -0.08 0.06
H -2.5477 -4.0500 1.2854 -0.04 -0.08 0.05 0.10
H -4.8182 -4.5465 0.4741 -0.05 -0.07 0.01 0.11
H -5.7351 -3.3360 -1.4689 -0.11 -0.04 -0.02 0.11
H -4.3971 -1.5881 -2.5805 -0.03 0.06 -0.08 0.10
H -2.1312 -1.0376 -1.7174 -0.22 -0.17 -0.04 0.02
S -1.2764 7.0891 -0.6952 -0.31 0.22 0.25 1.08
C -0.9004 5.4231 -0.3861 0.08 -0.54 -0.04 -0.49
C -1.4558 4.6553 0.6459 0.25 -0.14 -0.02 -0.04
C -1.1060 3.3295 0.7663 -0.36 0.30 0.21 -0.21
N -0.2796 2.6916 -0.0829 -0.22 0.94 -0.08 -0.08
C 0.2969 3.4397 -1.0352 0.13 0.14 -0.24 -0.16
C 0.0305 4.7796 -1.2144 -0.23 0.12 0.34 -0.08
C -2.7386 7.3584 0.3313 0.43 -0.08 -0.38 -0.51
C -3.9832 7.3266 -0.2785 0.02 0.04 0.15 -0.07
C -5.0929 7.5881 0.5162 0.09 -0.10 -0.42 -0.14
N -5.0103 7.8490 1.8060 -0.58 0.12 0.34 0.08
C -3.8203 7.9030 2.3717 0.48 -0.04 0.10 -0.12
C -2.6375 7.6673 1.6784 -0.13 0.04 0.00 -0.08
H -2.1269 5.1042 1.3632 -0.04 -0.07 0.02 0.10
H -1.5045 2.7417 1.5856 0.04 0.03 -0.17 0.07
H 0.9915 2.9308 -1.6953 -0.04 0.10 0.08 0.09
H 0.5314 5.3361 -1.9898 0.11 -0.06 -0.21 0.12
H -4.0820 7.1267 -1.3332 -0.03 -0.03 -0.11 0.11
H -6.0884 7.5990 0.0945 -0.08 -0.05 -0.12 0.11
H -3.8055 8.1586 3.4228 0.08 -0.02 0.08 0.12
H -1.6833 7.7395 2.1750 0.13 0.01 0.03 0.12

=====

2.
10
Properties=species:S:1:pos:R:3:forces:R:3:nbo_charge:R:1 method="wB97M-V/def2-TZVPD" e_lumo_ev="-8.103 / -8.102" gap_ev="7.0 / 7.0" e_above_lowest_ev=6.854 charge=+1 homo_energy_ev="-15.06 / -15.06"
C -1.9828 -0.0160 0.9018 -3.09 -0.17 -0.32 0.31
C 1.5069 -0.0489 -0.5543 0.34 -2.61 -3.57 -0.50
N -3.1335 -0.1415 0.9126 -1.24 -0.39 -0.35 -0.14
N -0.7777 0.2075 1.0099 4.83 0.26 -2.07 -0.53
N 0.0842 0.0317 -0.7103 -5.07 -0.43 2.14 0.47
O -0.7031 -0.1188 -1.5553 2.56 0.40 1.90 0.01
H 1.7063 -1.1498 -0.2121 -0.17 2.21 0.10 0.34
H 1.7476 0.8307 -0.0318 0.88 0.60 1.29 0.29
H 1.8474 -0.0017 -1.6363 0.18 0.05 1.22 0.29
H -0.2954 0.4066 1.8758 0.79 0.07 -0.34 0.46

=====

3.
99
Properties=species:S:1:pos:R:3:forces:R:3:lowdin_spin:R:1 method="wB97M-V/def2-TZVPD" e_lumo_ev="-0.652 / -2.856" gap_ev="7.6 / 5.4" e_above_lowest_ev=0.847 homo_energy_ev="-8.23 / -8.22" spin_multiplicity=2
Sn -0.0201 -0.2944 0.2905 -0.66 -0.11 0.21 0.00
C -3.7634 2.3366 1.1277 0.05 0.01 0.01 0.00
C -2.5187 1.7753 1.4447 -0.20 -0.06 -0.01 0.00
N -2.3896 0.5951 0.8621 0.37 0.00 0.21 0.00
N -3.5182 0.3568 0.1740 -0.35 0.07 -0.04 0.00
C -4.3603 1.4027 0.3065 0.02 0.19 0.05 0.00
B -3.5533 -0.9470 -0.6518 0.09 -0.18 -0.07 0.00
N -2.9409 -2.0729 0.2126 -0.18 -0.13 0.01 0.00
C -3.6020 -3.0549 0.8520 0.07 -0.11 0.09 0.00
C -2.6801 -3.8382 1.5150 0.03 -0.06 -0.03 0.00
C -1.4480 -3.2463 1.2240 -0.03 -0.04 0.03 0.00
N -1.6252 -2.1895 0.4428 0.57 0.26 -0.12 0.00
N -2.6928 -0.6930 -1.9230 -0.09 -0.09 -0.17 0.00
C -3.0334 -0.7500 -3.2255 0.11 0.05 -0.12 0.00
C -1.9958 -0.2266 -3.9700 0.03 0.03 0.03 0.00
C -1.0406 0.1410 -3.0192 -0.05 -0.01 0.00 0.00
N -1.4692 -0.1461 -1.7978 0.33 0.11 0.23 0.00
N -4.9427 -1.4273 -1.0730 -0.13 0.17 0.06 0.00
C -6.2041 -1.0422 -0.7618 -0.09 0.11 0.08 0.00
C -7.0795 -1.8840 -1.4018 -0.02 -0.06 -0.04 0.00
C -6.2473 -2.7893 -2.0862 -0.02 0.16 0.19 0.00
N -4.9743 -2.5138 -1.8733 0.14 -0.24 -0.26 0.00
H -4.1662 3.2816 1.4478 -0.03 0.00 -0.02 0.00
H -1.7148 2.1520 2.0576 0.03 0.01 0.00 0.00
H -5.3170 1.4472 -0.1832 0.06 -0.05 -0.05 0.00
H -4.6723 -3.1527 0.7915 -0.01 0.05 -0.08 0.00
H -2.8659 -4.7205 2.1018 -0.03 0.03 0.02 0.00
H -0.4508 -3.5306 1.5272 0.04 0.03 0.06 0.00
H -3.9707 -1.1594 -3.5514 -0.07 -0.03 0.10 0.00
H -1.9415 -0.1165 -5.0385 -0.04 0.00 -0.01 0.00
H -0.0835 0.6201 -3.1497 0.04 -0.04 -0.01 0.00
H -6.4086 -0.2225 -0.0962 0.03 -0.04 -0.01 0.00
H -8.1549 -1.8506 -1.3914 0.00 0.01 0.07 0.00
H -6.5251 -3.6261 -2.7059 0.03 -0.02 -0.03 0.00
N 0.7969 -2.5842 4.8372 -0.13 -0.13 -0.57 0.00
C 1.6414 -1.4570 4.2749 -0.18 0.20 -0.60 0.00
C 2.7384 -1.0225 5.2273 0.12 -0.17 0.11 0.00
P 2.3004 -2.2110 2.6608 0.22 -0.17 -0.28 0.00
O 3.8902 -1.9749 2.8056 0.10 0.07 0.01 0.00
O 1.9894 -3.6647 2.8300 -0.05 -0.03 0.26 0.00
O 1.8651 -1.5178 1.4044 -0.17 0.07 0.24 0.00
P 0.3938 -0.1316 3.9342 -0.09 0.54 0.16 0.00
O 0.3152 0.4389 5.4711 -0.21 0.17 -0.14 0.00
O -0.8599 -0.8957 3.6485 -0.23 -0.38 -0.17 0.00
O 0.8359 0.9442 3.0059 0.20 -0.14 -0.06 0.00
H 1.0906 -3.4217 4.2516 -0.01 0.14 0.32 0.00
H -0.1831 -2.3094 4.5667 0.16 -0.10 0.17 0.00
H 0.8995 -2.7214 5.8368 0.02 0.06 0.03 0.00
H 3.4995 -1.7945 5.3448 0.01 0.02 0.00 0.00
H 2.3207 -0.7596 6.1994 -0.03 0.01 -0.01 0.00
H 3.2206 -0.1308 4.8289 0.01 -0.02 0.01 0.00
H 4.1465 -1.1681 2.3401 -0.03 -0.13 -0.02 0.00
H -0.4217 1.0656 5.5264 0.17 -0.13 0.09 0.00
Br 4.1340 1.3689 -2.9741 0.08 -0.15 -0.10 0.06
C 3.5131 -0.3933 -3.1146 0.15 0.37 0.07 0.21
C 4.1347 -1.2902 -3.9525 -0.01 0.01 0.00 -0.01
C 3.6310 -2.5736 -4.0636 0.22 -0.13 -0.20 0.24
Br 4.5391 -3.7760 -5.1969 -0.10 0.17 0.10 0.07
C 2.4722 -2.9995 -3.3499 -0.28 0.06 0.18 0.01
C 1.8927 -4.2726 -3.4857 0.07 0.00 0.02 0.04
C 0.7854 -4.5885 -2.7444 0.05 0.06 -0.02 -0.01
C 0.2741 -3.6334 -1.8592 -0.08 -0.01 -0.01 0.04
N 0.7853 -2.4261 -1.7280 -0.04 0.23 0.23 0.00
C 1.8495 -2.0957 -2.4584 0.05 -0.42 -0.15 0.06
C 2.3613 -0.7268 -2.3020 0.10 0.41 0.09 0.07
O 1.8517 0.1142 -1.5557 0.04 -0.35 -0.27 0.23
H 5.0038 -0.9957 -4.5225 0.00 0.01 0.01 0.00
H 2.3292 -4.9871 -4.1689 -0.02 -0.01 0.00 0.00
H 0.3122 -5.5556 -2.8338 -0.01 0.00 0.04 0.00
H -0.5836 -3.8560 -1.2404 -0.09 0.00 0.04 0.00
C 2.7574 9.9347 2.4561 0.14 -0.01 -0.11 0.00
C 1.7105 8.8704 2.1696 0.15 -0.21 -0.36 0.00
S 2.2909 7.8420 0.8060 -0.27 -0.20 0.26 0.00
O 3.3688 7.0094 1.2810 0.00 -0.07 0.18 0.00
O 2.5347 8.6728 -0.3419 -0.18 0.17 -0.13 0.00
C 0.9008 6.7418 0.4334 0.49 0.38 0.10 0.00
C 1.3609 5.8330 -0.7055 0.07 0.20 0.01 0.00
N 0.5725 4.6152 -0.7909 -0.27 0.23 -0.12 0.00
C 0.9423 3.4034 -0.3237 -0.05 -0.18 -0.03 0.00
N -0.0090 2.5018 -0.5115 0.09 -0.21 0.01 0.00
C -1.0322 3.1247 -1.1276 -0.10 0.42 -0.16 0.00
C -0.7064 4.4461 -1.3143 0.23 -0.60 0.20 0.00
N -1.4840 5.4476 -1.9398 -0.28 0.19 -0.13 0.00
O -2.5109 5.0846 -2.4840 0.11 0.04 0.09 0.00
O -1.0982 6.6115 -1.8966 0.07 -0.13 0.03 0.00
C 2.2633 3.0817 0.2709 0.00 0.06 -0.02 0.00
H 2.4470 10.5635 3.2886 -0.05 -0.03 0.00 0.00
H 2.9052 10.5604 1.5773 0.00 0.04 0.03 0.00
H 3.7103 9.4701 2.7075 0.00 0.02 0.04 0.00
H 0.7646 9.3045 1.8464 -0.05 -0.03 0.04 0.00
H 1.5622 8.2029 3.0174 -0.09 -0.03 -0.02 0.00
H 0.0537 7.3565 0.1397 -0.08 -0.05 0.04 0.00
H 0.6945 6.1778 1.3432 -0.03 -0.01 0.00 0.00
H 2.4000 5.5518 -0.5373 -0.06 -0.13 -0.06 0.00
H 1.2911 6.3779 -1.6415 0.06 -0.07 -0.04 0.00
H -1.9424 2.6153 -1.3962 -0.03 0.04 -0.04 0.00
H 3.0269 3.0442 -0.5090 0.02 0.01 0.02 0.00
H 2.1828 2.0947 0.7215 0.06 0.05 0.12 0.00
H 2.5678 3.8131 1.0196 0.01 -0.05 0.05 0.00

=====

no.,DFT total energy (Ha),strongest force on any atom (Eh/bohr)
1,-10454.19122,0.0308
2,-317.58989,0.1073
3,-9211.33208,0.0136